# 1
74
Properties=species:S:1:pos:R:3:forces:R:3 method="wB97M-V/def2-TZVPD" fmax_ev_per_a=8.089 homo_lumo_gap_ev=6.07 charge=+1
H -1.41637 -2.01394 1.54614 0.0163 0.0218 0.0530
C -4.71044 -0.98529 2.04934 -0.3131 -0.2001 0.0136
H -1.00733 -2.29992 -9.51961 -0.0254 0.0361 0.0080
C -5.31852 -2.17533 2.03003 -0.0577 0.4923 0.0287
H 9.30394 -3.65086 6.17765 -0.0417 -0.0020 0.0371
C -2.45357 -0.92219 -8.62978 0.3223 0.0724 0.1313
C 7.51432 -3.67317 7.43396 0.3539 -0.8183 0.6434
H 0.33774 -0.72943 -4.17696 -1.2893 1.0959 2.3899
C 3.32991 -0.12343 2.05689 -0.0785 -0.5167 0.1476
H -2.07741 3.97707 5.12346 -0.0096 0.0424 -0.0234
C -2.52125 5.47628 3.59566 -0.6508 0.6046 0.7199
C -0.81406 3.90046 1.91022 0.3222 -0.2522 -0.2259
C -4.55613 -3.42384 1.83063 -0.5751 -1.0521 0.0336
H 4.82797 -1.54100 7.01920 0.0391 0.0051 -0.0267
O 4.61253 3.74792 1.70336 -0.3409 -0.7884 -0.0016
H -2.54974 -4.23218 1.51041 -0.0457 0.0069 0.0254
O -3.24772 6.14821 4.31486 0.5743 -0.5503 -0.6090
H -3.95962 -1.62533 -4.86195 -0.2863 1.9355 -0.8402
O -5.11378 -4.51249 1.81110 0.4911 0.9295 -0.0182
C -4.67935 -0.88650 -9.66071 0.0547 0.3347 0.4262
O -0.08758 3.22853 1.19101 -0.3628 0.1622 0.1553
C -3.84060 -0.42584 -8.72763 -0.3279 -0.0200 -0.2172
H -2.57086 -3.15874 -11.25865 -0.0396 0.0312 -0.0043
C 6.20382 -3.02851 7.65034 -0.3622 0.3434 -0.1209
C -1.87312 4.24713 4.09458 0.2913 -0.4020 -0.0707
H -1.88016 1.20105 0.06921 1.5719 -1.2138 -2.3114
C -2.48697 -2.11718 1.67421 0.0265 -0.3745 -0.0726
O 7.89655 -4.59052 8.14732 -0.3092 0.7158 -0.5640
O 2.94749 -1.28066 2.16211 0.0886 0.5327 -0.1687
C -2.48963 0.86213 -2.20405 5.8861 -2.5841 -1.2535
O -4.12685 -0.70151 -5.25934 2.0416 0.1450 1.8997
C -0.25375 -0.27048 -3.24556 -0.7328 -0.0241 -0.7421
C -3.24937 -0.86866 1.87360 0.1335 0.3232 0.1285
C -2.86674 -2.40710 -10.53703 0.4619 -0.0230 0.2061
H 5.60617 -3.41216 8.46819 0.0459 -0.0120 -0.0128
H -6.38913 -2.27857 2.15810 0.0309 -0.0337 0.0029
C 5.78629 -2.02476 6.87287 -0.0600 -0.2676 0.3238
H -5.25576 -0.06032 2.19382 0.0365 -0.0122 0.0211
H -0.59420 2.60979 3.66161 -0.0044 0.0194 -0.0457
C 3.05803 2.09921 1.05727 -0.3629 -0.3559 -0.2339
C -2.02800 -1.94644 -9.60395 -0.1195 -0.2745 -0.2724
H 8.52574 -1.77970 4.72866 -0.0333 0.0139 0.0164
C -1.76625 0.24182 -3.58447 0.9584 1.3510 7.9178
H 1.48762 -0.66845 -1.91267 -1.6858 0.7596 0.0674
C -3.09505 -3.30721 1.65490 0.4458 0.2452 -0.0679
C 8.34562 -3.16710 6.32398 0.0809 0.3129 -0.3938
O 6.23536 -0.60134 5.04953 0.2987 -0.4630 0.4802
C -1.07752 3.51354 3.31025 -0.1750 0.0587 0.3653
H 5.78039 2.00715 3.23606 -0.0285 -0.0180 -0.0095
H -3.57903 1.29144 -2.17775 2.3986 -0.8653 0.1667
O -1.68716 -0.50144 -7.77415 -0.2143 -0.1886 -0.7610
C -4.25377 -1.91075 -10.63488 -0.7005 -0.4140 -0.8455
H -5.70001 -0.53301 -9.74505 0.0305 -0.0321 -0.0281
H 1.77963 0.46011 0.62941 -0.0026 0.0706 0.1525
H 4.99752 -0.34799 3.45240 -0.0944 0.1415 -0.1038
C 7.92808 -2.16334 5.54651 0.2867 -0.2870 0.1037
N -0.06191 0.25319 -0.84516 -4.0263 0.9015 -2.0402
C 4.92188 1.63161 2.69223 -0.0088 -0.3938 0.1391
C 4.23011 2.59069 1.80859 0.4670 0.8857 0.0904
H 2.56251 2.81525 0.41308 -0.0142 0.0211 0.0602
N 0.50189 -0.27055 -1.96168 -4.5438 1.1725 -3.2240
C -2.25779 5.86321 2.19563 0.2027 -0.0592 -0.4848
C 2.63814 0.83565 1.17324 0.0492 0.3711 -0.2080
H -4.13649 0.32580 -8.00601 -0.0183 0.0103 -0.0427
O -5.02019 -2.33149 -11.49051 0.6321 0.3558 0.7380
C 4.50199 0.36805 2.80820 0.1851 0.1498 0.0292
H -1.25789 5.39968 0.38242 0.0304 -0.0040 0.0199
H -2.74111 6.76696 1.84427 0.0086 -0.0187 0.0505
C -1.43921 0.77016 -0.95610 -0.4557 0.1140 -0.5219
C 6.61759 -1.51869 5.76289 -0.1354 0.4005 -0.2954
Cl -3.19142 2.27246 -5.64690 -0.0632 -1.7014 1.1073
O -2.69171 0.21998 1.89313 -0.1947 -0.3114 -0.1541
P -2.64213 0.21325 -5.28330 0.1912 -0.9651 -1.9523
C -1.46218 5.12962 1.41129 -0.2645 0.3134 0.0687

# 2
40
Properties=species:S:1:pos:R:3:forces:R:3 method="wB97M-V/def2-TZVPD" fmax_ev_per_a=2.282 spin_multiplicity=2 homo_lumo_gap_ev="4.15 / 9.66" relative_energy_ev=0.200 charge=-2
H -21.91690 -10.17525 -1.74193 0.3894 -0.2056 -0.0246
H -18.10963 -11.17022 -1.51733 0.1467 0.3162 0.0068
F -20.56499 -10.39777 -6.24434 -1.4973 -0.3314 -1.1666
F -19.06697 -12.26006 -5.15644 -0.0340 -1.2921 0.5218
H -18.65227 -4.94338 -6.71401 0.2040 0.0566 -0.0250
H -17.03795 -8.81112 -3.49305 -0.1146 -0.2448 -0.3600
H -17.38230 -14.59728 -5.91517 -0.3397 -0.1727 -0.1011
F -18.07511 -10.80177 -6.89192 0.8138 -0.4073 -2.0922
H -16.24569 -8.91434 -7.02131 0.1064 -0.2989 0.0950
O -21.72705 -8.32503 -7.36152 -0.6632 0.9837 -0.5707
O -22.30475 -9.48843 -2.28420 -0.3996 0.3971 0.3623
H -22.43498 -8.79705 -7.80000 -0.0494 -0.1502 -0.0334
F -18.80101 -8.62227 -5.69465 -0.2503 1.3396 -0.1706
O -16.49588 -14.60268 -5.55395 0.8854 -0.3994 -0.6695
H -21.26776 -8.99617 -6.85669 0.5125 -0.5665 0.4106
H -16.07034 -11.28415 -7.62646 -0.7719 -0.0184 0.1942
F -19.91695 -10.10957 -3.88677 -0.3408 0.1598 1.3957
O -17.20823 -13.58688 -3.07285 0.3626 -0.5210 0.1663
H -14.58301 -11.40442 -7.37096 0.2155 -0.1787 -0.0885
O -14.90984 -10.26816 -4.50704 1.7919 0.1769 0.7241
H -19.79890 -14.53643 -6.57639 -0.0878 0.2876 -0.0617
O -15.33535 -10.83531 -7.20865 0.6758 0.0932 -0.3067
H -19.06717 -13.98950 -5.36919 -0.2264 1.0664 0.3203
H -17.58501 -8.24122 -6.80915 -0.4532 -0.2906 0.3022
H -23.05847 -9.90751 -2.69954 -0.0392 -0.1111 -0.2643
H -16.63424 -13.26878 -2.37601 0.1297 0.1251 0.0678
F -17.38681 -10.28235 -4.58979 1.2286 -0.2310 1.2720
H -17.90404 -12.93191 -3.12835 -0.5738 0.4919 -0.1302
H -16.56929 -14.11998 -4.73064 -0.1467 0.3114 0.5265
O -19.33603 -14.80910 -5.78416 -0.0831 -1.3275 -0.3585
H -18.83795 -6.39399 -6.32265 0.0227 -0.6243 0.1341
H -14.73579 -10.60261 -5.38685 -0.3811 0.0251 -0.1426
O -17.43981 -8.21680 -2.85939 0.2962 0.6412 0.8950
O -16.82540 -8.24870 -7.39154 0.7433 0.7908 -0.7673
H -19.28765 -10.92336 -2.43561 -0.3853 0.6605 -0.9752
O -19.00527 -11.45824 -1.69372 0.1800 -0.8219 0.8585
H -15.86223 -10.30729 -4.41948 -0.4810 -0.1991 -0.2505
As -18.97435 -10.43471 -5.44009 -0.8189 0.1256 0.6689
O -19.31809 -5.62628 -6.63300 -0.2842 0.5276 -0.0825
H -18.24771 -7.92571 -3.28226 -0.2827 -0.1838 -0.2802

# 3
53
Properties=species:S:1:pos:R:3:forces:R:3 method="wB97M-V/def2-TZVPD" fmax_ev_per_a=15.361 homo_lumo_gap_ev=8.18 relative_energy_ev=20.592
H -5.13334 -0.43515 2.52151 0.4713 0.1164 1.1938
C -4.34483 -0.78505 1.88559 -11.0592 -1.1786 -4.5466
C -0.12293 1.19334 1.89169 -2.5323 2.1420 -4.5545
H 4.74385 2.18644 -0.62174 2.0459 5.3655 0.2192
H 2.36579 0.77518 1.81204 1.8113 0.8003 0.7131
H 2.31464 3.21407 2.02599 2.1592 -0.0014 -0.3896
H 1.52685 -1.17092 -0.43579 1.6280 0.1670 0.5127
H 2.96658 0.14244 -2.07033 1.8227 0.9599 0.6254
H 0.59097 3.03496 0.75380 0.2755 -2.4074 1.1205
H 3.48187 3.32072 0.61074 0.1520 -0.4290 1.8494
H 0.74529 0.67657 -2.17975 -1.1528 2.0279 -0.4956
H 5.27067 0.62169 -1.44329 -0.0339 1.4673 2.0066
H 1.31918 1.90668 -3.07911 5.3283 1.4645 -11.0244
C 0.98548 1.81277 -2.25980 2.0514 -10.0103 11.4698
H 4.03864 2.69551 2.24971 1.6747 -0.2408 1.2800
C -2.38971 -0.91619 0.87949 8.2689 -0.5134 -5.7042
H -0.29356 -0.90087 2.58322 -1.1475 -0.6318 3.3879
H -6.01924 -1.25364 0.69456 -2.7618 -0.6743 -0.6879
O 0.52718 1.56719 2.91213 -0.2518 3.1152 9.4653
C -1.72187 -1.76855 -1.16554 -5.1881 1.8995 -3.1415
H 1.44571 1.52167 3.01292 1.6382 -0.4353 -0.5275
C 3.27415 2.68555 1.55916 -2.2188 10.2920 0.2343
H 3.72460 -0.45069 0.43255 0.9334 2.5130 -1.1567
C -4.08892 -1.61263 -0.41587 -12.3222 -0.1744 -0.3557
C 2.21166 1.69632 -1.11612 -4.4247 9.1391 -4.1983
H -4.72840 -1.92421 -1.23988 1.1762 -0.4357 -0.8106
C 4.53923 1.24601 -0.75719 1.8435 -3.9888 -10.6724
H 2.34630 2.99630 -1.16996 0.2605 -2.4280 0.7384
C 4.16115 0.69043 0.35928 -6.4118 -6.3624 10.1587
C 0.63708 -2.01557 -2.17246 5.2813 -2.9937 -6.9878
C 3.39611 1.20205 -1.77200 -0.1904 -2.8556 -1.7847
H 0.99239 -0.65693 1.56353 -2.3216 1.6281 0.7676
H -2.63899 -2.44346 -3.12664 -2.9257 -0.7673 -1.8048
C 0.63610 1.82576 0.79331 -5.8752 4.1283 -9.4920
N -0.93456 -0.94021 0.71383 -2.7547 4.0418 6.5880
H 1.62132 -2.22870 -2.84156 -1.7992 0.6156 1.9256
C -3.16735 -0.39819 1.71927 4.9493 4.2899 12.3640
H -1.21877 1.60708 1.80883 1.9377 -0.4347 0.6492
C -2.88360 -1.28056 -0.33166 8.0070 -2.5440 -1.6353
H -0.25817 1.82536 -0.24876 2.3719 -0.4178 2.9107
C -0.42916 -2.38089 -2.95586 -6.2241 -0.1953 -3.6553
H 4.74702 0.62774 1.22333 1.8799 0.4083 0.9360
H 0.34469 2.49009 -2.10230 -5.2944 4.5491 1.7918
C -0.12579 -0.20004 1.87010 2.9223 -7.4503 -7.1755
C -1.82937 -2.21452 -2.58829 8.7437 1.3395 6.0520
N 1.81928 1.35376 0.18114 -2.3015 -0.6654 -1.4470
C 0.73636 -1.57533 -0.97480 -5.0120 2.9122 3.5460
C -0.65745 -1.21790 -0.52260 5.3762 -3.6397 -1.8436
C 2.77106 1.56443 1.11389 3.6734 -12.8999 -1.3837
H -0.42820 -2.62605 -4.07855 1.2712 0.1195 1.8292
H 3.71015 1.60765 -2.81775 -0.9987 0.0362 2.1378
H -2.71580 -0.07210 3.06356 -0.5262 -0.4450 -4.1357
C -5.00773 -1.21974 0.60093 5.7740 -0.3179 3.1378

# 4
36
Properties=species:S:1:pos:R:3:forces:R:3 method="wB97M-V/def2-TZVPD" fmax_ev_per_a=0.485 homo_lumo_gap_ev=9.53
O -1.04655 -0.53582 -3.32900 -0.2196 0.0774 -0.0508
H 5.54555 2.59704 2.69765 -0.0205 0.0140 -0.0117
O 2.91799 3.13151 1.81221 0.0131 0.0091 -0.0352
H -2.97040 -1.43538 0.13247 0.0702 -0.1440 -0.0558
H -3.79400 -2.79835 -0.62971 0.0616 0.0415 -0.0096
F -2.07156 -2.89278 -2.29836 0.0156 -0.0004 0.1204
H -3.33119 -1.44228 -2.86241 0.1142 -0.1153 -0.0737
H -2.14222 0.35607 -1.81562 0.0959 0.0165 0.1008
H -5.28146 -1.02362 -1.82773 -0.0470 -0.0045 0.0533
H 0.48496 1.11972 -1.54584 -0.0275 -0.0498 0.0190
C 0.71088 -1.84360 0.76223 0.0568 -0.2375 0.1531
C -1.07776 0.65436 -3.96326 -0.0182 0.0959 -0.3113
O -1.15369 0.75307 -5.14925 0.1842 -0.0896 0.2386
C -2.66937 -1.66763 -2.02015 -0.1319 0.2107 0.0153
C -0.35541 -1.81509 -0.12722 0.0362 -0.0051 -0.0649
C 0.49482 0.24542 -0.90524 -0.0359 0.0927 0.1031
H 0.81607 -2.70105 1.41989 0.0215 0.0504 0.0214
H 3.65052 1.43750 4.86050 -0.0124 -0.0065 -0.0023
C 5.04791 1.67725 2.39094 0.0532 -0.0026 0.0130
H 5.26391 1.46787 1.34543 -0.0173 -0.0038 -0.0055
C 3.27942 2.29079 4.29312 0.0183 0.0273 0.0474
N 1.64272 -0.89994 0.87403 -0.3064 0.1112 -0.3596
H 2.24405 0.92476 0.09152 0.0300 -0.0825 0.0974
C 1.51004 0.12761 0.03253 0.0830 0.1300 -0.0860
H -5.49570 -1.19561 -0.07482 -0.0167 0.0598 -0.0844
H -4.57584 0.15990 -0.70561 -0.0526 -0.0299 -0.1290
C -4.79632 -0.89981 -0.85853 0.2206 -0.0202 0.2022
H 5.36749 0.83704 3.00699 -0.0027 -0.0103 -0.0121
C -0.48641 -0.73427 -0.99014 0.1130 -0.1421 0.1056
S 3.26919 1.88325 2.54257 -0.0007 -0.0270 0.0763
H -0.99006 1.52930 -3.29553 -0.1778 -0.0855 0.0845
C -3.52139 -1.74775 -0.75648 -0.2710 0.0640 -0.0282
H -1.04037 -2.65129 -0.14638 0.0308 0.0663 -0.0100
H 2.25346 2.50715 4.58269 -0.0077 -0.0027 -0.0158
C -1.60475 -0.58320 -1.99948 0.1547 -0.0161 -0.0833
H 3.90546 3.16788 4.45600 -0.0068 0.0087 -0.0223